(P)
Formula: C3H5N3O
Source: the OMol25 dataset
Level of theory: wB97M-V/def2-TZVPD

Cartesian coordinates (Å):
O: -2.044 0.986 0.163
C: -2.019 -0.405 0.050
C: 0.142 -0.306 -0.565
N: 0.937 0.493 -1.090
N: 2.135 0.417 -0.343
C: 2.349 -0.626 0.402
N: -0.713 -1.038 -0.128
H: -1.906 1.403 -0.701
H: -2.548 -0.757 -0.841
H: -2.435 -0.811 0.963
H: 2.754 1.170 -0.617
H: 3.358 -0.530 0.819

Results
Spin multiplicity   1
Orbital gap   9.59 eV
Highest occupied orbital energy   -8.9 eV
LUMO energy   0.72 eV

---

(Q)
Formula: C3H5N3O
Source: the OMol25 dataset
Level of theory: wB97M-V/def2-TZVPD

Cartesian coordinates (Å):
C: -1.302 -0.492 1.275
C: -0.296 0.148 0.389
N: -0.509 1.199 -0.331
N: 0.560 1.243 -1.200
C: 1.377 0.137 -1.116
O: 2.282 -0.225 -1.839
N: 0.869 -0.486 0.022
H: -1.783 -1.281 0.686
H: -2.066 0.228 1.568
H: -0.862 -0.956 2.162
H: 0.483 1.818 -2.024
H: 1.249 -1.334 0.409

Results
Spin multiplicity   1
Orbital gap   9.64 eV
Highest occupied orbital energy   -8.9 eV
LUMO energy   0.76 eV

---

Stability order, top to bottom: (Q), (P)

---

(P)
Formula: C3H5N3O
Source: the OMol25 dataset
Level of theory: wB97M-V/def2-TZVPD

Cartesian coordinates (Å):
C: -2.303 -0.393 0.088
O: -1.521 0.803 -0.140
C: -0.245 0.353 0.102
C: 0.960 1.141 0.048
N: 1.946 0.118 -0.070
N: 1.511 -1.070 0.012
N: 0.115 -1.004 -0.059
H: -3.340 -0.194 -0.031
H: -2.272 -1.085 -0.817
H: -2.024 -0.691 1.135
H: 1.340 2.171 0.047
H: 2.989 0.458 0.181

Results
Spin multiplicity   1
Orbital gap   9.85 eV
Highest occupied orbital energy   -9.1 eV
LUMO energy   0.74 eV

---

(Q)
Formula: C3H5N3O
Source: the OMol25 dataset
Level of theory: wB97M-V/def2-TZVPD

Cartesian coordinates (Å):
O: 1.717 -1.365 1.798
C: 1.474 -0.369 0.842
C: 0.048 -0.386 0.406
N: -1.014 -0.896 0.454
N: -2.325 0.611 -0.812
C: -1.208 1.108 -1.149
N: 0.019 1.178 -0.900
H: 1.306 -2.182 1.487
H: 2.110 -0.457 -0.049
H: 1.688 0.596 1.308
H: -2.919 0.192 -1.517
H: -0.897 1.971 -1.868

Results
Spin multiplicity   1
Orbital gap (alpha / beta)   8.68 / 8.68 eV
Highest occupied orbital energy (alpha / beta)   -9.8 / -9.8 eV
LUMO energy (alpha / beta)   -1.09 / -1.09 eV

---

Stability order, top to bottom: (P), (Q)

---

(P)
Formula: C3H5N3O
Source: the OMol25 dataset
Level of theory: wB97M-V/def2-TZVPD

Cartesian coordinates (Å):
N: -0.560 -1.135 -1.617
C: -0.336 -0.385 -0.472
C: -0.594 -0.543 0.844
N: 0.060 0.483 1.530
C: 0.759 1.301 0.664
O: 1.447 2.274 0.925
N: 0.485 0.756 -0.571
H: 0.217 -1.677 -1.954
H: -1.465 -1.431 -1.932
H: -1.106 -1.328 1.374
H: 0.043 0.665 2.519
H: 0.881 1.143 -1.410

Results
Spin multiplicity   1
Orbital gap   8.67 eV
Highest occupied orbital energy   -7.9 eV
LUMO energy   0.81 eV

---

(Q)
Formula: C3H5N3O
Source: the OMol25 dataset
Level of theory: wB97M-V/def2-TZVPD

Cartesian coordinates (Å):
N: 1.853 -0.040 0.192
C: 0.452 -0.155 0.201
C: -0.486 0.927 0.439
N: -1.589 0.630 -0.385
C: -1.581 -0.695 -0.733
O: -0.406 -0.057 1.456
N: -0.271 -1.063 -0.601
H: 2.376 -0.854 0.479
H: 2.262 0.234 -0.695
H: -0.211 1.952 0.679
H: -2.456 1.127 -0.283
H: 0.058 -2.005 -0.749

Results
Spin multiplicity   1
Orbital gap   9.37 eV
Highest occupied orbital energy   -8.6 eV
LUMO energy   0.80 eV

---

Stability order, top to bottom: (P), (Q)